Entry from OMol25: a molecular structure, C20H23AsCl3IrN2O3S5 (ωB97M-V/def2-TZVPD).

```
58
Properties=species:S:1:pos:R:3:lowdin_spin:R:1
Ir 0.52 -2.62 -0.18 0.001
C 2.14 -2.29 2.53 0.000
O 0.84 -2.06 1.95 0.000
C -0.25 -2.59 2.73 0.000
C -0.63 -3.96 2.23 0.000
O -0.99 -3.87 0.84 0.000
C -2.39 -3.94 0.56 0.000
H 2.16 -1.86 3.53 0.000
H 2.86 -1.79 1.90 0.000
H 2.36 -3.36 2.57 0.000
H -1.08 -1.89 2.61 0.000
H 0.03 -2.61 3.79 0.000
H -1.46 -4.37 2.80 0.000
H 0.21 -4.65 2.30 0.000
H -2.80 -4.85 1.00 0.000
H -2.49 -3.98 -0.52 0.000
H -2.91 -3.06 0.96 0.000
S 1.94 -1.00 -4.36 0.621
As 2.05 -2.67 -3.03 -0.016
S 0.09 -3.39 -2.28 0.005
S 2.50 -1.99 -0.94 -0.001
S 3.37 -4.01 -3.88 0.367
Cl -2.05 2.51 -6.00 0.000
C -1.64 2.69 -4.33 0.000
C -0.59 1.97 -3.80 0.007
C -0.27 2.12 -2.46 0.002
C -1.00 2.97 -1.63 0.000
C -0.71 3.05 -0.16 0.000
C -1.73 2.21 0.63 0.000
N -1.66 0.82 0.20 0.000
C -2.48 0.22 -0.73 0.000
C -1.96 -1.01 -0.97 0.000
N -0.82 -1.15 -0.19 0.000
C -0.67 -0.02 0.48 0.000
O 0.59 2.55 0.08 0.000
C 1.17 2.98 1.31 0.000
C 2.33 2.09 1.61 0.000
C 2.86 1.94 2.86 0.000
Cl 2.28 2.68 4.30 0.000
S 4.23 0.91 2.88 0.000
C 4.09 0.64 1.20 0.000
C 3.05 1.33 0.65 0.000
C -2.05 3.68 -2.20 0.000
Cl -3.01 4.76 -1.23 0.000
C -2.39 3.55 -3.54 0.000
H -0.01 1.30 -4.43 0.011
H 0.56 1.56 -2.04 0.002
H -0.79 4.09 0.18 0.000
H -2.74 2.58 0.47 0.000
H -1.52 2.25 1.70 0.000
H -3.34 0.72 -1.14 0.000
H -2.28 -1.77 -1.66 0.000
H 0.15 0.19 1.15 0.000
H 0.44 2.93 2.13 0.000
H 1.48 4.03 1.22 0.000
H 4.81 0.01 0.69 0.000
H 2.81 1.31 -0.40 0.000
H -3.20 4.12 -3.96 0.000
```

Properties
Charge: +1
Multiplicity: 2
ΔE to the lowest compared entry with this formula, charge and spin in kcal per mole: 8.2
Highest occupied orbital energy (alpha / beta) in eV: -11.16 / -11.03
Orbital gap (alpha / beta) in eV: 7.34 / 5.74